{
  "formula": "C8H12O",
  "method": "ωB97M-V with the def2-TZVPD basis set",
  "elements": ["O", "C", "C", "C", "C", "C", "C", "C", "C", "H", "H", "H", "H", "H", "H", "H", "H", "H", "H", "H", "H"],
  "coordinates": [[3.0289, -0.2036, 0.7160], [-0.6570, 0.4669, 0.1854], [-0.3941, 1.3510, 1.4046], [0.2019, -0.6789, 0.2432], [1.7727, 1.1591, -0.9797], [0.4226, 0.4265, -0.8450], [2.6103, 0.4801, -0.1801], [-1.9947, 0.1832, -0.2903], [0.0772, -2.0937, -0.3456], [-0.2490, -2.8139, 0.4449], [-2.1876, -0.9105, -0.7046], [2.1747, 2.0327, -1.5249], [0.7745, -0.7531, 1.1421], [1.1259, -2.4954, -0.4883], [-0.8804, 2.2973, 1.2101], [0.0397, 0.4010, -1.7918], [-2.3617, 0.7318, -1.1288], [-0.9217, 0.7919, 2.1520], [-2.6656, 0.2884, 0.4845], [-0.6469, -2.1117, -1.1252], [0.7303, 1.4510, 1.4216]],
  "forces_ev_per_a": [[-0.18, 2.03, -2.99], [0.70, 1.24, 0.62], [0.06, -0.28, -2.05], [1.55, -2.44, -2.33], [1.54, -0.65, 1.89], [2.08, 0.95, 1.86], [-0.35, -1.15, 2.42], [-1.47, -2.55, -2.52], [0.70, -0.43, 2.66], [-0.32, 0.55, -0.40], [0.78, 1.93, 1.10], [-0.94, -0.67, 0.17], [0.93, 0.55, 0.10], [-1.21, 0.70, -0.86], [0.08, 0.50, 0.37], [-1.14, -1.45, -2.38], [-0.09, 1.09, -0.48], [0.36, 0.23, 1.31], [-1.77, 0.27, 1.74], [0.09, -0.43, -1.07], [-1.40, 0.02, 0.83]],
  "smiles": "C[C@H]1[C@H](C=C=O)C1(C)C",
  "charge": 0,
  "max_force_ev_per_a": 3.9,
  "e_above_lowest_kcal_mol": 83.6,
  "homo_lumo_gap_ev": 9.2329
}